Record 1
{
  "formula": "C22H39BBr4F4N2O3",
  "method": "ωB97M-V/def2-TZVPD",
  "elements": ["H", "H", "C", "H", "H", "O", "C", "H", "H", "O", "H", "H", "H", "H", "H", "Br", "H", "F", "Br", "H", "C", "C", "F", "C", "H", "H", "H", "O", "H", "H", "F", "H", "C", "H", "C", "H", "C", "C", "H", "C", "H", "H", "H", "H", "H", "H", "C", "H", "H", "C", "C", "C", "B", "H", "C", "H", "H", "C", "C", "H", "Br", "C", "Br", "H", "C", "H", "C", "H", "F", "C", "H", "C", "N", "H", "N"],
  "xyz": [[2.89818, -2.63018, -5.59622], [0.50924, -3.13677, -5.26073], [-0.71343, 4.15696, 4.12890], [4.12079, -1.99073, -3.70965], [0.67243, 0.34668, 1.71527], [0.99207, 4.45220, 2.62233], [2.66228, -3.30194, -4.77057], [-1.26744, -0.79235, -0.37478], [4.72057, 2.87049, 2.56999], [0.38433, 0.25314, -0.96939], [-1.05820, 0.80295, 1.52766], [2.02120, -2.55039, -1.85036], [-0.58341, -0.77849, 2.16596], [-1.88736, -2.93941, -1.79602], [-3.41334, 0.80827, 0.96441], [2.80555, -5.09685, -0.66930], [0.40773, 6.31842, 2.08868], [-2.58410, 1.85011, -1.61592], [-3.77789, 1.77549, 3.21823], [2.63587, -0.86230, 2.08960], [1.18307, -3.20103, -4.39817], [3.33221, -2.71582, -3.50024], [-3.59186, 3.87682, -1.16431], [4.32946, 1.95774, 2.14122], [5.06130, 1.93166, 0.01225], [-4.85074, -0.93717, -3.96922], [-3.64448, -1.03325, -1.91496], [1.03998, -2.07655, -3.59036], [3.72387, -3.51655, -2.87379], [-1.44548, 6.09177, 3.73710], [-1.55204, 3.79412, -2.21850], [1.48013, 6.35239, 3.43247], [-3.49214, -2.62786, -4.64912], [-1.34022, 3.74573, 3.33499], [-5.56305, 1.14761, 1.06185], [-0.26949, 6.15954, 4.97036], [-0.24998, -0.50908, -0.02522], [3.12628, 0.06345, 1.85446], [-3.91927, 2.58879, 0.91255], [1.97383, -4.96672, 2.08028], [-1.04329, 3.82781, 5.11429], [0.80158, -4.13748, -3.95050], [-1.76582, -3.95677, -4.27648], [0.72693, -4.13065, 0.45457], [1.38405, 3.69624, 4.52973], [-6.25908, 1.97809, 0.98039], [-4.10549, 1.58354, 1.26507], [3.67364, -0.02071, -0.19413], [-5.90412, 0.57287, 1.91972], [3.47144, 1.05092, 2.78190], [0.63086, 3.61145, 3.72409], [-4.04929, -1.65287, -3.87503], [-2.34032, 3.17875, -1.21898], [2.40368, -0.95022, -2.49698], [4.46869, 1.57502, 0.83404], [0.71372, 2.56651, 3.42926], [0.39288, -1.43237, 0.00691], [-2.54289, -2.72400, -2.62244], [-0.31935, -0.00458, 1.42847], [3.03812, -4.91807, 2.29644], [0.95938, -4.14766, 3.51292], [-0.46550, 5.68470, 4.00573], [-5.72168, 0.14701, -0.60125], [2.15337, -3.23094, 0.90866], [-2.51419, -3.29122, -3.87868], [3.17304, 1.06751, 3.81800], [1.76498, -4.23813, 0.75425], [3.06160, -4.30190, -4.93112], [-1.75481, 3.25505, 0.05047], [0.65841, 5.75941, 2.99470], [1.70452, -6.00855, 1.90436], [2.19704, -1.98108, -2.77003], [3.72788, 0.43496, 0.70207], [-3.70110, -2.80219, -5.69434], [-3.49531, -1.74135, -2.61781]],
  "mulliken_charge": [0.267, 0.369, 0.080, 0.269, -0.288, -0.376, -0.499, -0.580, 0.360, -0.928, -0.143, -0.637, 0.288, 0.338, 0.018, -0.169, 0.320, -0.220, -0.233, 0.350, -0.510, -0.459, -0.439, -0.569, 0.404, 0.337, 0.220, -0.391, 0.131, 0.277, -0.397, 0.215, -0.654, -0.203, -0.456, 0.295, 1.551, -0.480, 0.188, -0.639, 0.415, 0.246, 0.428, 0.407, 0.179, 0.337, -0.064, 0.206, 0.394, -0.329, -0.367, -0.416, 0.416, 0.329, -0.541, 0.167, -0.730, -0.375, -0.106, 0.399, -0.175, -0.622, -0.215, -0.083, -0.408, 0.474, -0.143, 0.294, -0.294, -0.401, 0.397, 0.511, 0.141, 0.361, 0.161],
  "multiplicity": 1,
  "largest_force_ev_per_a": 2.33,
  "total_charge": -2,
  "total_energy_ev": -324289.3549,
  "gap_ev": 3.568,
  "de_lowest_ev": 0.0308
}

=====

Record 2
{
  "formula": "C22H39Cl12N5",
  "method": "ωB97M-V/def2-TZVPD",
  "elements": ["H", "C", "N", "H", "H", "C", "H", "H", "H", "C", "H", "C", "H", "H", "H", "C", "C", "H", "H", "Cl", "N", "H", "H", "H", "C", "C", "Cl", "C", "Cl", "Cl", "C", "H", "N", "Cl", "H", "H", "H", "H", "C", "H", "H", "H", "Cl", "H", "C", "H", "C", "C", "Cl", "N", "H", "C", "Cl", "C", "Cl", "C", "H", "H", "H", "H", "H", "Cl", "C", "C", "C", "H", "N", "H", "H", "Cl", "H", "Cl", "C", "H", "H", "H", "C", "H"],
  "xyz": [[6.70970, -5.89386, 3.93114], [-2.55798, 2.89696, -6.60676], [-5.03302, 3.83429, -1.13111], [1.57104, -6.51575, 1.86710], [-0.95466, -0.58204, 0.37187], [-4.15563, -4.84350, -3.37786], [4.31286, 0.29574, 6.32765], [6.06270, 0.76825, -0.49055], [3.01849, 6.67455, -5.14921], [0.93239, -1.22130, 0.18945], [6.88029, -0.77307, -0.63198], [-0.12271, 6.36012, 3.72741], [6.67618, 0.05376, -2.09047], [6.50322, -4.06935, 3.82897], [2.18865, 5.99944, -6.63123], [-5.38243, -5.58129, -4.04333], [-5.59501, 4.83532, -1.34528], [-6.55516, 6.09200, -2.70504], [9.04577, -5.75686, 3.52763], [3.78616, 1.61863, 4.58023], [9.28362, 1.19618, -0.94085], [3.87206, 5.80529, -6.46439], [-0.16418, -0.12564, -1.06843], [-3.30352, -5.23943, -3.93035], [-0.39272, 5.93959, 2.26978], [-7.93644, -3.62012, 2.55417], [1.47987, 7.14070, 3.76522], [2.95864, 5.86107, -5.87224], [9.40751, -3.43759, 3.31608], [0.72925, 0.57293, 5.43502], [2.70912, 4.61327, -5.17831], [-4.01710, -5.10222, -2.32812], [1.75672, -5.42973, 4.76138], [-0.82775, 7.21741, 1.17409], [0.12080, -7.27269, 2.61948], [0.25234, 0.72511, 0.58323], [3.49672, -0.62888, 5.05777], [-5.60066, 6.95261, -1.42879], [7.14454, -4.90848, 4.09853], [0.54942, 5.47773, 1.97458], [8.15465, -5.20737, 2.19413], [-1.88627, 1.62436, -8.18341], [-5.20492, -3.21244, 2.77779], [-3.60343, 2.60428, -6.50946], [-6.26731, 6.12020, -1.65411], [-1.16750, 5.18773, 2.11970], [3.43374, 0.26092, 5.68419], [6.84903, 0.24092, -1.03066], [7.57233, -4.80798, 5.80961], [2.49061, 3.57106, -4.69707], [-7.88603, -4.70326, 2.44295], [8.21286, 0.77594, -0.97087], [-4.21499, -3.10939, -3.69239], [-2.05197, 2.68901, -8.01857], [-6.94312, -5.28159, -3.17070], [0.69805, -6.35586, 2.49990], [-1.08180, 3.15977, -8.17751], [-8.80682, -3.41402, 1.93123], [-1.96949, 2.29015, -5.91860], [-0.00268, -5.66295, 2.03412], [-0.85234, 7.11509, 4.02025], [-2.39304, 4.68191, -6.11053], [-0.01550, -0.16293, 0.01074], [-6.73197, -2.78812, 1.96098], [2.16736, 0.54298, 6.45866], [2.22759, 1.53367, 6.90920], [1.74758, -2.02418, 0.34352], [-6.87042, -1.72934, 2.17990], [2.00973, -0.20802, 7.23278], [-3.20787, 3.38497, -9.19728], [-7.21503, 6.20781, -1.12286], [-8.21676, -3.09351, 4.24678], [1.26903, -5.83208, 3.75884], [-0.21901, 5.48556, 4.37082], [-5.21366, -6.65753, -4.07988], [-6.58066, -2.91203, 0.88867], [8.42959, -4.91648, 3.20798], [-5.50902, -5.32623, -5.09547]],
  "mulliken_charge": [0.263, -0.457, -0.374, 0.230, 0.240, -0.384, 0.272, 0.282, 0.251, 0.294, 0.244, -0.354, 0.248, 0.311, 0.250, -0.504, 0.297, 0.252, 0.317, -0.190, -0.355, 0.267, 0.271, 0.268, -0.491, -0.405, -0.178, -0.708, -0.176, -0.178, 0.324, 0.332, -0.391, -0.180, 0.288, 0.267, 0.339, 0.248, -0.390, 0.311, 0.325, 0.299, -0.185, 0.345, -0.686, 0.315, -0.448, -0.727, -0.177, -0.381, 0.330, 0.308, -0.171, -0.400, -0.188, -0.683, 0.298, 0.279, 0.299, 0.249, 0.284, -0.208, -0.663, -0.464, -0.393, 0.292, -0.406, 0.305, 0.306, -0.179, 0.267, -0.168, 0.309, 0.291, 0.310, 0.307, -0.475, 0.337],
  "multiplicity": 1,
  "largest_force_ev_per_a": 4.28,
  "total_charge": 0,
  "total_energy_ev": -181164.1066,
  "gap_ev": 10.656,
  "smiles": "ClCCCl.ClCCCl.ClCCCl.ClCCCl.ClCCCl.ClCCCl.CC#N.CC#N.CC#N.CC#N.CC#N",
  "de_lowest_ev": 2.6135
}

=====

Record 3
{
  "formula": "C22H39Cl24O4P2S2",
  "method": "ωB97M-V/def2-TZVPD",
  "elements": ["Cl", "Cl", "C", "H", "Cl", "H", "C", "H", "Cl", "H", "S", "H", "C", "H", "Cl", "Cl", "H", "C", "H", "H", "C", "H", "Cl", "C", "H", "H", "C", "H", "C", "H", "O", "Cl", "Cl", "Cl", "H", "Cl", "Cl", "H", "H", "O", "H", "C", "C", "H", "H", "O", "H", "H", "Cl", "Cl", "P", "H", "Cl", "H", "H", "H", "C", "H", "H", "Cl", "H", "H", "C", "S", "C", "H", "H", "P", "H", "C", "Cl", "C", "C", "Cl", "C", "H", "C", "H", "C", "H", "H", "H", "Cl", "Cl", "Cl", "C", "H", "Cl", "C", "Cl", "C", "Cl", "O"],
  "xyz": [[1.28535, 6.81621, 6.70267], [5.08120, 0.54226, 7.14706], [4.78932, 1.96427, 6.13806], [-0.09207, -2.82181, 0.63429], [6.24562, 2.34135, 5.21212], [-3.42360, 2.77994, -4.23841], [-2.69017, -4.63637, -0.84420], [0.90781, 0.13634, 1.70034], [4.39508, 3.33972, 7.16360], [1.39023, 2.76356, -4.60723], [-2.01662, 2.77042, -2.37111], [-2.49118, 1.27611, -4.15306], [-0.72414, -1.24720, 1.98460], [1.31374, 3.74812, -0.29290], [-5.65568, 4.02432, 2.04760], [4.35024, -4.02426, -0.01464], [-1.61066, 1.48445, 2.61092], [1.99304, 1.70334, -1.57517], [-1.41480, -4.50900, 0.84737], [-0.42992, -2.65594, -1.71685], [-6.58559, -2.66634, -3.80052], [0.40383, -5.92818, -0.08315], [-3.64433, 4.81241, 0.15612], [-0.26006, -5.40768, -0.74824], [-0.38967, -6.05751, -1.58877], [-1.83254, -4.26525, -2.76220], [3.64735, 1.04081, -3.09142], [0.95705, 2.28603, 1.45946], [-0.92035, 1.28041, 1.81396], [2.70683, 2.51010, -1.56073], [-2.45692, 4.15056, -2.13881], [-0.09492, 5.38749, 4.61835], [3.45568, 1.63728, 5.03573], [-6.75392, -3.89074, -2.53805], [-0.33431, 0.29218, -2.55186], [-5.64322, -1.31565, -3.18515], [2.53553, -2.47010, 1.59250], [0.16196, 0.16711, 3.23885], [-2.63365, -2.22762, 0.21300], [-0.05446, 1.03978, -3.07430], [0.21755, -1.24283, 0.08621], [-1.48414, -2.48191, -1.64590], [-0.06741, 2.54835, 1.66044], [-3.43878, -4.15015, -0.25665], [0.08269, 4.66677, -1.05138], [-2.81211, 1.88609, -1.53408], [-1.60483, 3.37156, 0.41419], [-0.51801, 4.52648, 1.09491], [5.21100, -7.34546, 0.12222], [5.29035, -1.66124, 1.34388], [0.86562, 3.63369, -3.63057], [-0.05509, 3.04843, 2.61216], [-3.19473, 5.19858, 3.01037], [3.56177, 1.93204, -3.69055], [-1.77940, 2.72027, -4.77965], [2.00696, 1.26682, -0.58572], [3.91688, -2.38610, 0.50169], [4.41409, 1.16289, -2.34310], [-1.48425, 1.07537, 0.92696], [6.62700, -5.86152, 2.15296], [-0.28313, 1.42129, -0.89925], [-3.18842, -5.48176, -1.28397], [-1.76649, -1.83092, -0.27786], [2.21989, 4.99720, -3.18745], [-1.53669, -5.15533, 0.00066], [-0.24288, 4.30883, -4.18011], [-1.70067, -1.75665, -2.40084], [0.17722, 2.31249, -1.91786], [-1.97934, -0.79336, -0.46642], [6.49946, -7.41281, 1.32842], [-8.18785, -2.10034, -4.28780], [1.26435, 5.33444, 5.73821], [-2.47132, 2.33385, -4.05863], [3.50410, -1.41242, -0.90244], [-4.38848, 5.20949, 1.69569], [0.25883, -4.52184, -1.04529], [-0.56618, 3.56234, 0.61907], [3.94089, 0.24468, -3.74496], [0.30193, 3.70211, -0.63932], [-1.76344, -1.19266, 2.23030], [-0.22869, -1.90605, 2.67337], [-3.23850, -3.33376, -2.43296], [1.08928, 3.93908, 6.81150], [-5.76418, -3.37361, -5.19561], [2.77415, 5.21138, 4.83103], [-0.52071, -1.84253, 0.59045], [-1.85051, -6.10167, 0.39797], [6.13209, -8.67709, 2.50634], [-2.32575, -3.70822, -1.98971], [-5.10177, 6.83294, 1.62164], [-0.04667, 0.10000, 2.18169], [8.03095, -7.78267, 0.52950], [2.42191, 0.71388, -2.50902]],
  "mulliken_charge": [-0.108, -0.111, 0.272, 0.520, -0.105, 0.451, -0.873, 0.461, -0.072, 0.050, 1.406, 0.234, -1.594, 0.587, -0.129, -0.038, 0.553, -1.275, 0.127, 0.591, 0.313, 0.422, 0.069, -1.338, 0.378, 0.431, -0.897, 0.441, -0.583, 0.836, -0.778, -0.003, 0.009, -0.105, 0.038, -0.007, -0.084, 0.368, 0.708, -0.911, 0.142, -0.849, -0.958, 0.364, 0.686, -0.760, -0.485, 0.505, -0.099, -0.137, -0.038, 0.255, -0.077, 0.323, 0.332, 0.136, 0.246, 0.365, 0.158, -0.076, -0.988, 0.447, -0.741, -0.440, -0.246, 0.127, 0.288, 2.288, -0.006, 0.358, -0.126, 0.212, -1.162, -0.046, 0.234, 0.237, 0.353, 0.277, -1.715, 0.554, 0.368, 0.035, -0.086, -0.109, -0.062, 0.319, 0.494, -0.102, -0.811, -0.135, -0.689, -0.101, -0.310],
  "multiplicity": 1,
  "largest_force_ev_per_a": 2.81,
  "total_charge": -1,
  "total_energy_ev": -372420.9321,
  "gap_ev": 6.231
}

=====

Number 1: LUMO energy 3.6325 eV. Number 2: LUMO energy 0.0623 eV. Number 3: LUMO energy 1.3909 eV.